{"formula": "C5H10O2", "method": "ωB97M-V/def2-TZVPD", "energy_ha": -346.87167, "homo_energy_ev": -8.59, "relative_energy_kcal_mol": 96.49, "fmax_ev_per_a": 0.6, "symbols": ["C", "C", "O", "O", "H", "H", "H", "C", "C", "H", "H", "H", "H", "H", "C", "H", "H"], "xyz": [[1.6197, 1.5542, 1.3588], [-0.7006, 0.8059, -0.7430], [0.9968, 0.4261, 1.5148], [-0.4341, -0.4295, -0.0872], [2.0448, 1.5282, 0.3067], [2.0026, -2.0095, 1.4758], [0.0143, 0.9461, -1.5686], [1.0144, -1.9231, 1.0163], [0.8342, -0.5488, 0.4247], [1.6051, -0.2832, -0.3204], [-2.2683, -0.0412, -1.9658], [0.2486, -2.0874, 1.7784], [-0.5675, 1.6373, -0.0397], [-2.3768, 1.7193, -1.7315], [-2.1280, 0.7705, -1.2461], [0.9108, -2.6819, 0.2362], [-2.8159, 0.6170, -0.4095]], "atomic_forces_ev_per_a": [[-0.1, -0.5, -0.2], [0.0, 0.2, -0.2], [0.1, 0.4, 0.1], [0.0, 0.0, 0.1], [0.0, 0.1, 0.2], [-0.1, 0.0, -0.1], [-0.1, -0.1, 0.1], [0.0, 0.0, 0.0], [0.2, -0.1, -0.1], [-0.1, 0.0, 0.1], [0.0, 0.1, 0.1], [0.1, 0.0, -0.1], [0.0, -0.1, 0.0], [0.0, -0.1, 0.1], [0.0, 0.0, 0.0], [0.0, 0.1, 0.1], [0.1, 0.0, -0.1]]}



{"formula": "C5H10O2", "method": "ωB97M-V/def2-TZVPD", "energy_ha": -346.95252, "homo_energy_ev": -9.60, "relative_energy_kcal_mol": 45.75, "fmax_ev_per_a": 2.7, "symbols": ["H", "H", "H", "H", "C", "O", "H", "C", "H", "H", "C", "C", "H", "H", "O", "C", "H"], "xyz": [[-1.8256, 1.2601, 1.5044], [2.7870, -0.2854, -0.9524], [-2.0608, -1.0277, -0.8851], [-0.1287, 1.5540, 1.8200], [-1.1209, -0.4721, -0.9173], [1.1875, -1.8136, 0.3780], [-0.2465, -1.7043, 1.4513], [0.8688, -0.7102, -0.0344], [-1.1763, 0.4127, -1.5591], [-0.8630, 2.0779, 0.2799], [-0.8334, 1.2751, 1.0268], [-0.5604, -0.1459, 0.4658], [1.9430, 1.0171, -0.1044], [1.4650, 0.5895, -1.7624], [-0.9790, -1.0548, 1.4415], [1.8116, 0.1871, -0.8042], [-0.2682, -1.1596, -1.3484]], "atomic_forces_ev_per_a": [[0.3, -0.2, -0.2], [-0.3, -0.1, 0.0], [0.1, 0.1, 0.0], [0.0, -0.2, -0.2], [0.7, -0.8, -1.1], [0.0, 0.6, -0.4], [-0.3, -0.3, 0.2], [0.6, 1.0, 2.4], [-0.1, -0.2, 0.0], [0.2, -0.3, 0.0], [0.2, -0.2, -0.2], [1.0, -0.2, -0.3], [0.1, 0.2, -0.2], [-0.2, -0.2, 0.3], [0.1, -0.2, 0.0], [0.1, 0.1, 0.1], [-2.5, 0.8, -0.4]]}



{"formula": "C5H10O2", "method": "ωB97M-V/def2-TZVPD", "energy_ha": -346.93469, "homo_energy_ev": -9.91, "relative_energy_kcal_mol": 56.94, "fmax_ev_per_a": 1.2, "symbols": ["H", "H", "C", "C", "H", "H", "H", "C", "H", "H", "C", "H", "C", "O", "H", "H", "O"], "xyz": [[2.0906, 0.5030, 0.9542], [-2.0793, -0.9111, -0.5027], [-1.0541, -0.5980, -0.2935], [0.5813, 1.2377, -0.4786], [-1.3564, 1.3892, 0.5191], [2.1090, -0.2936, -0.6462], [-1.4623, 1.3309, -1.2482], [-0.9199, 0.9279, -0.3841], [0.8229, 1.3751, -1.5488], [0.8115, 2.2039, -0.0022], [-0.5413, -1.0238, 1.0868], [-0.9630, -2.0101, 1.3585], [1.4730, 0.0991, 0.1649], [0.8848, -1.0771, 0.8887], [0.4724, -1.6567, -0.5311], [-0.7556, -0.3408, 1.9140], [-0.1773, -1.2801, -1.1835]], "atomic_forces_ev_per_a": [[0.3, 0.4, -0.1], [0.0, 0.0, 0.2], [-0.3, 0.2, 0.1], [0.0, -0.2, 0.2], [0.0, -0.3, -0.3], [-0.3, -0.1, 0.6], [0.2, -0.1, 0.1], [0.0, 0.0, -0.1], [0.2, -0.4, 0.6], [-0.1, -0.4, 0.0], [0.0, 0.2, -0.1], [0.8, 0.2, -0.1], [0.2, 0.3, 0.3], [0.1, 0.5, 0.2], [-0.3, 0.0, -1.2], [-0.2, 0.1, -0.2], [-0.7, -0.3, -0.4]]}



{"formula": "C5H10O2", "method": "ωB97M-V/def2-TZVPD", "energy_ha": -346.81116, "homo_energy_ev": -9.14, "relative_energy_kcal_mol": 134.46, "fmax_ev_per_a": 8.5, "symbols": ["C", "C", "H", "O", "O", "C", "H", "H", "C", "C", "H", "H", "H", "H", "H", "H", "H"], "xyz": [[-0.9082, -0.7523, -0.5792], [1.7558, -0.2539, -0.9878], [1.8466, -0.9900, -0.1083], [0.1684, 1.3834, -0.1859], [-0.3431, -0.1193, 1.6474], [0.3136, 0.3292, -1.1472], [-1.5861, -0.6375, -1.2066], [2.1285, -0.9463, -1.6595], [0.1190, 1.0015, 1.1796], [-1.4461, -0.4313, 0.8417], [-0.5224, -1.7072, -0.5501], [1.0707, 0.9947, 2.0519], [-1.9260, -1.2571, 1.4026], [-0.3041, 0.5071, -2.1320], [-0.7860, 1.7363, 1.5363], [-1.9301, 0.5117, 0.7353], [2.3497, 0.6310, -0.8383]], "atomic_forces_ev_per_a": [[6.3, 1.2, 5.3], [-1.8, 0.0, 2.0], [-0.6, 1.8, -0.4], [0.8, -0.3, -0.5], [-0.6, -4.5, -0.7], [-3.3, -3.2, 2.0], [-6.3, 0.5, -5.6], [0.6, -0.6, -2.5], [0.9, 5.8, 4.6], [1.0, -1.3, -0.7], [0.8, -2.3, -0.3], [-1.4, 1.5, -3.4], [-0.4, 0.6, -1.0], [2.6, 0.7, 1.5], [2.5, -0.2, -0.5], [-1.7, 0.5, 0.3], [0.8, -0.1, 0.0]]}



{"formula": "C5H10O2", "method": "ωB97M-V/def2-TZVPD", "energy_ha": -346.91569, "homo_energy_ev": -9.37, "relative_energy_kcal_mol": 68.86, "fmax_ev_per_a": 3.1, "symbols": ["C", "O", "H", "C", "H", "H", "C", "H", "C", "C", "H", "O", "H", "H", "H", "H", "H"], "xyz": [[-2.6785, -0.1345, -0.1462], [-3.2228, 0.4001, -1.1053], [-3.3010, -0.6467, 0.6843], [0.6375, 1.3467, -0.8797], [2.2462, 1.8587, 0.3595], [1.1138, 0.3572, 1.0458], [-1.2662, 0.2212, 0.1591], [2.7729, -2.9013, 2.1947], [1.3201, 1.2138, 0.3122], [-0.5385, 0.4786, -1.0988], [0.8999, 2.0761, -1.6555], [2.3566, -2.4962, 1.4354], [2.8500, -2.7231, 0.6255], [-1.1390, 0.8863, -1.8574], [-0.1939, -0.5007, -1.4804], [-0.6306, -0.5022, 0.6246], [-1.2267, 1.0658, 0.7823]], "atomic_forces_ev_per_a": [[-1.9, 1.4, 0.5], [0.2, -1.5, 1.2], [0.7, 0.2, -1.3], [1.4, -0.5, 2.7], [-1.1, -1.0, 0.7], [0.5, 1.8, -1.1], [0.1, -1.5, -0.8], [0.3, -0.2, -0.1], [0.6, 0.4, -2.2], [1.3, -0.4, -1.2], [0.1, -0.2, 0.5], [-0.2, 0.3, -0.8], [-0.2, 0.0, 0.9], [-1.0, 0.5, -0.9], [-0.1, 0.3, -0.1], [-0.5, -0.9, 1.0], [-0.4, 1.3, 1.0]]}



{"formula": "C5H10O2", "method": "ωB97M-V/def2-TZVPD", "energy_ha": -346.80652, "homo_energy_ev": [-8.00, -8.83], "relative_energy_kcal_mol": 137.37, "fmax_ev_per_a": 2.7, "symbols": ["H", "C", "H", "C", "H", "H", "C", "H", "O", "O", "C", "H", "H", "H", "C", "H", "H"], "xyz": [[-2.3202, -0.6758, 0.2911], [-1.2722, 1.3003, -0.1138], [-1.3695, 2.1622, 0.5638], [0.8262, 0.3400, 0.1363], [2.6655, 0.8507, -0.8573], [1.8532, -0.5063, -1.5971], [2.0794, -0.0438, -0.6287], [0.3364, -1.6489, -1.1006], [0.0522, 1.2502, -0.6587], [-0.1410, -1.9049, -0.2979], [-1.4943, -0.0234, 0.6412], [-1.6837, 0.1558, 1.7059], [2.7006, -0.7291, -0.0395], [-1.9688, 1.4291, -0.9488], [-0.1789, -0.7361, 0.4353], [-1.1949, -2.0386, 1.3772], [1.1101, 0.8186, 1.0913]], "atomic_forces_ev_per_a": [[0.4, 0.5, 0.0], [-0.4, 0.3, -0.1], [0.1, -0.1, -0.2], [0.3, 0.1, 0.3], [-0.1, -0.1, 0.1], [0.0, 0.0, 0.2], [0.1, 0.0, 0.0], [0.1, -0.5, -0.4], [-0.1, -0.1, 0.2], [0.6, 1.0, -1.1], [-0.2, 0.1, -0.2], [0.1, 0.0, -0.3], [-0.2, 0.1, -0.1], [0.2, 0.1, 0.1], [-1.7, -1.8, 1.1], [0.8, 0.5, 0.7], [0.0, 0.0, -0.2]]}